Arrangement w

Here is a structure of composition C6H18AsBiF11N4OTe from the OMol25 dataset. Energies are from the ωB97M-V functional and the def2-TZVPD basis.

```
43
Properties=species:S:1:pos:R:3
Bi 0.122 -0.130 -0.626
N 1.507 -2.014 0.068
C 2.185 -1.612 1.303
C 1.167 -1.109 2.329
N 0.168 -0.130 1.806
C -1.216 -0.457 2.276
C -2.320 -0.019 1.325
N -2.108 -0.635 0.000
C 0.532 1.278 2.123
C 1.852 1.694 1.484
N 1.852 1.495 0.011
H 0.924 -2.843 0.171
H 2.147 -2.207 -0.702
H 2.925 -0.855 1.046
H 2.727 -2.449 1.747
H 1.700 -0.663 3.171
H 0.621 -1.965 2.721
H -1.377 -0.011 3.259
H -1.268 -1.539 2.399
H -2.354 1.060 1.189
H -3.275 -0.339 1.745
H -2.672 -0.185 -0.723
H -2.313 -1.633 -0.025
H 0.617 1.389 3.208
H -0.279 1.919 1.777
H 2.681 1.125 1.901
H 2.038 2.743 1.717
H 2.797 1.355 -0.339
H 1.481 2.322 -0.463
F 0.715 -0.846 -2.603
As -0.500 -2.386 -3.162
F -1.684 -1.156 -2.941
F -0.146 -1.919 -4.730
F -1.568 -3.636 -3.433
F 0.924 -3.297 -2.984
F -0.632 -2.517 -1.367
F -2.214 4.009 -1.094
Te -1.165 2.907 -2.104
F -0.066 1.770 -3.084
F -1.339 3.993 -3.547
F 0.360 3.821 -1.573
F -2.625 1.923 -2.636
O -0.920 1.750 -0.640
```

Results
* gap between HOMO and LUMO (spin up / spin down): 10.00 / 7.19 eV
* 2S+1: 2
* total charge: +2
* ⟨S²⟩: 0.7594



Arrangement x

Here is a structure of composition C6H18AsBiF11N4OTe from the OMol25 dataset. Energies are from the ωB97M-V functional and the def2-TZVPD basis.

```
43
Properties=species:S:1:pos:R:3
Bi -0.885 -0.180 0.405
N -2.809 1.071 -0.438
C -2.647 0.955 -1.891
C -1.302 1.517 -2.394
N -0.093 1.035 -1.719
C 0.673 0.012 -2.428
C 0.005 -1.370 -2.548
N -0.078 -2.011 -1.259
C 0.767 2.109 -1.209
C 0.196 2.792 0.032
N 0.091 1.797 1.100
H -3.654 0.593 -0.127
H -2.896 2.042 -0.142
H -3.434 1.506 -2.419
H -2.754 -0.098 -2.152
H -1.339 2.603 -2.303
H -1.244 1.281 -3.462
H 1.618 -0.137 -1.899
H 0.910 0.365 -3.438
H 0.642 -1.951 -3.230
H -0.986 -1.308 -2.998
H 0.823 -2.334 -0.905
H -0.735 -2.783 -1.211
H 0.934 2.860 -1.992
H 1.740 1.687 -0.944
H -0.790 3.218 -0.153
H 0.869 3.606 0.315
H -0.433 2.137 1.910
H 1.021 1.559 1.461
F 1.208 -0.645 1.234
As 2.927 -1.902 1.673
F 1.825 -2.342 3.011
F 2.025 -2.990 0.646
F 4.192 -2.914 1.962
F 3.398 -1.099 0.156
F 3.431 -0.523 2.519
F -1.153 -0.449 4.796
Te -0.275 -1.524 3.478
F -0.234 -2.612 1.809
F 0.438 -2.404 4.976
F -1.733 -2.702 3.684
F 1.029 -0.134 3.675
O -1.290 -0.327 2.417
```

Results
* gap between HOMO and LUMO (spin up / spin down): 8.93 / 6.53 eV
* 2S+1: 2
* total charge: +2
* ⟨S²⟩: 0.7687



Which structure is the most stable? The one labeled arrangement w.



Arrangement w

Here is an isolated molecule of C4H7FN2 from the OMol25 dataset. Energies are from the ωB97M-V functional and the def2-TZVPD basis.

```
14
Properties=species:S:1:pos:R:3
C 1.483 0.883 0.127
N 0.217 0.284 0.521
C 0.204 -1.246 0.618
N -1.127 -1.656 0.237
C -1.637 -0.760 -0.493
C -0.899 0.602 -0.291
F -1.818 1.493 0.329
H 1.506 1.767 0.689
H 2.458 0.286 0.237
H 1.441 1.290 -1.038
H 0.436 -1.517 1.561
H 0.975 -1.547 -0.083
H -2.444 -0.819 -1.082
H -0.795 0.942 -1.332
```

Results
* gap between HOMO and LUMO: 10.32 eV
* SMILES: CN1CN=C[C@H]1F



Arrangement x

Here is a cluster of 2 separate species, C4H7FN2 in total from the OMol25 dataset. Energies are from the ωB97M-V functional and the def2-TZVPD basis.

```
14
Properties=species:S:1:pos:R:3
N -2.496 0.587 -0.838
C -1.303 0.510 -0.902
C -0.071 0.288 -1.301
N 0.260 -0.665 -2.346
H -2.985 0.179 -0.041
H 0.748 1.017 -0.941
H -0.537 -1.165 -2.615
H 0.863 -0.235 -3.066
C 0.625 -0.425 1.627
C -0.110 0.540 2.104
F -1.460 0.618 1.833
H 1.539 -0.759 2.116
H 0.105 -0.973 0.909
H 0.209 1.258 2.785
```

Results
* gap between HOMO and LUMO: 8.60 eV
* SMILES: N=C=CN.C=CF



Which structure is the most stable? The one labeled arrangement w.



Arrangement w

Here is a cluster of 3 separate species, C5H17NO4 in total from the OMol25 dataset. Energies are from the ωB97M-V functional and the def2-TZVPD basis.

```
27
Properties=species:S:1:pos:R:3
C -2.139 0.832 0.244
C -0.902 0.956 -0.627
O -1.139 1.962 -1.613
C 0.376 1.249 0.120
C 0.798 0.699 1.476
N 1.347 -0.661 1.391
C 0.478 -1.679 1.970
O -0.659 -1.971 1.211
H -2.336 1.852 0.586
H -2.021 0.210 1.133
H -3.008 0.424 -0.269
H -0.811 0.098 -1.300
H -0.835 2.868 -1.516
H 1.285 1.223 -0.491
H 0.414 2.352 0.181
H 0.053 0.835 2.262
H 1.588 1.355 1.853
H 1.520 -0.920 0.433
H 1.078 -2.560 2.214
H 0.111 -1.278 2.916
H -0.509 -2.375 0.347
O -0.102 -2.646 -1.595
H -0.130 -2.238 -2.472
H -0.925 -3.165 -1.669
O 2.319 1.124 -2.479
H 1.374 0.993 -2.346
H 2.777 0.459 -1.960
```

Results
* gap between HOMO and LUMO: 9.23 eV
* SMILES: C[C@@H](O)CCNCO.O.O



Arrangement x

Here is a cluster of 3 separate species, C5H17NO4 in total from the OMol25 dataset. Energies are from the ωB97M-V functional and the def2-TZVPD basis.

```
27
Properties=species:S:1:pos:R:3
C -1.651 -0.316 -0.712
C -0.148 -0.011 -0.793
N 0.693 -0.698 0.175
C 0.538 -2.109 0.438
O -0.468 -2.396 1.425
C 0.162 1.465 -0.596
C -0.386 2.390 -1.659
O -0.383 1.772 0.731
H -1.795 -1.221 -0.123
H -2.061 -0.538 -1.695
H -2.284 0.433 -0.237
H 0.175 -0.329 -1.772
H 0.635 -0.285 1.098
H 0.302 -2.667 -0.466
H 1.456 -2.449 0.923
H -0.538 -1.608 1.986
H 1.221 1.672 -0.445
H 0.269 2.317 -2.528
H -0.370 3.428 -1.337
H -1.401 2.119 -1.952
H -0.223 2.700 0.930
O -1.073 -0.083 2.764
H -1.958 -0.298 2.429
H -0.792 0.734 2.327
O 2.738 -0.172 -2.037
H 3.227 0.657 -2.079
H 2.421 -0.299 -1.126
```

Results
* gap between HOMO and LUMO: 9.68 eV
* SMILES: C[C@H](NCO)[C@@H](C)O.O.O



Arrangement y

Here is a cluster of 4 separate species, C5H17NO4 in total from the OMol25 dataset. Energies are from the ωB97M-V functional and the def2-TZVPD basis.

```
27
Properties=species:S:1:pos:R:3
N 1.660 -1.890 -0.336
C 0.646 -1.215 -1.186
C 1.010 0.100 -1.834
C 1.238 1.255 -0.820
C -0.097 1.667 -0.163
C -1.098 2.091 -1.180
O -2.291 1.968 -1.032
H 2.220 -2.475 -0.940
H 2.252 -1.147 0.014
H -0.241 -1.052 -0.545
H 0.186 -1.973 -1.824
H 0.378 0.268 -2.710
H 2.022 0.037 -2.261
H 1.552 2.121 -1.415
H 1.971 0.959 -0.077
H -0.445 0.846 0.471
H 0.083 2.473 0.562
H -0.756 2.573 -2.113
O -0.998 -2.008 1.920
H -1.767 -1.469 1.642
H -0.414 -2.040 1.135
O -2.815 -0.129 0.909
H -2.469 0.611 0.371
H -3.100 0.320 1.717
O 0.488 -0.321 3.480
H 1.124 -0.785 2.941
H -0.340 -0.785 3.274
```

Results
* gap between HOMO and LUMO: 10.75 eV
* SMILES: NCCCCC=O.O.O.O



Which structure is the most stable? The one labeled arrangement x.



Arrangement w

Here is a structure of composition C7H9FN2 from the OMol25 dataset. Energies are from the ωB97M-V functional and the def2-TZVPD basis.

```
19
Properties=species:S:1:pos:R:3
C 1.287 1.413 -0.895
C 2.571 1.084 -0.595
C 0.596 0.375 -0.291
C -2.092 -0.198 0.877
C -2.259 1.221 0.172
C -1.373 0.150 -0.386
C 1.190 -1.976 0.401
N 2.598 -0.087 0.024
N 1.369 -0.610 0.117
F -1.644 -0.486 -1.564
H 0.697 2.147 -1.441
H 3.568 1.693 -0.622
H -1.569 -0.305 1.840
H -3.062 -0.826 0.789
H -3.193 1.170 -0.503
H -1.859 2.142 0.549
H 1.765 -2.291 1.260
H 0.096 -2.073 0.739
H 1.315 -2.543 -0.471
```

Results
* gap between HOMO and LUMO: 10.01 eV



Arrangement x

Here is a cluster of 2 separate species, C7H9FN2 in total from the OMol25 dataset. Energies are from the ωB97M-V functional and the def2-TZVPD basis.

```
19
Properties=species:S:1:pos:R:3
C -1.347 -0.551 -0.591
C -0.100 -0.202 -0.275
C 0.853 -1.174 0.230
C 2.051 -0.823 0.777
C 2.497 0.533 0.788
C 1.851 1.423 0.065
C 0.590 1.060 -0.752
H -2.114 0.151 -1.124
H -1.693 -1.453 -0.351
H 0.442 -2.094 0.051
H 2.699 -1.513 1.204
H 3.337 0.935 1.210
H 2.359 2.461 0.076
H 1.119 0.994 -1.664
H -0.214 1.800 -0.754
H -5.049 -1.092 0.983
N -4.978 -0.922 0.035
N -4.685 0.167 -0.284
F -4.531 1.143 0.802
```

Results
* gap between HOMO and LUMO: 8.38 eV
* SMILES: C=C1C=CC=CC1.[H]/N=N\F



Which structure is the most stable? The one labeled arrangement w.



Arrangement w

Here is a cluster of 12 separate species, C6H35NO12 in total from the OMol25 dataset. Energies are from the ωB97M-V functional and the def2-TZVPD basis.

```
54
Properties=species:S:1:pos:R:3
C 2.117 -0.198 -2.468
C 0.749 0.491 -2.149
C -0.371 -0.464 -2.172
C -0.844 -1.064 -0.809
N -1.560 -0.081 0.143
C -1.639 -0.847 1.455
C -1.966 0.279 2.511
O -2.106 1.489 2.319
H 2.285 -0.846 -3.230
H 2.381 -0.934 -1.664
H 2.795 0.735 -2.639
H 0.559 1.275 -2.893
H 1.092 1.177 -1.250
H 0.062 -1.250 -2.916
H -1.306 0.067 -2.586
H -1.619 -1.866 -0.979
H 0.121 -1.341 -0.335
H -0.990 0.723 0.217
H -0.767 -1.342 1.620
H -2.519 -1.537 1.491
H -2.158 0.021 3.596
O -3.269 2.432 -0.258
H -2.834 2.145 0.478
H -3.524 1.546 -0.515
O -0.110 -3.340 1.451
H 0.148 -4.088 1.882
H -0.880 -3.704 0.878
O -1.567 -4.225 -0.817
H -1.286 -3.584 -1.399
H -2.416 -4.371 -0.672
O 1.033 0.576 0.812
H 1.288 -0.217 0.370
H 1.509 1.270 0.420
O 0.016 3.168 1.605
H -0.341 2.216 1.695
H 0.188 3.373 2.558
O 0.905 3.321 -1.452
H -0.078 3.432 -1.317
H 1.230 4.120 -1.337
O 2.725 2.605 0.551
H 2.642 3.377 1.115
H 1.997 2.867 -0.086
O 0.754 -0.644 3.967
H 0.459 -1.372 3.411
H 1.359 -0.229 3.411
O 1.906 -1.956 0.317
H 2.610 -2.215 0.870
H 1.137 -2.471 0.637
O 1.266 -3.758 -1.529
H 1.563 -2.900 -1.039
H 1.977 -4.227 -1.714
O -1.305 4.406 -0.684
H -2.253 4.265 -0.870
H -1.163 3.691 -0.003
```

Results
* gap between HOMO and LUMO: 9.33 eV
* SMILES: CCCCNCC=O.O.O.O.O.O.O.O.O.O.O.O



Arrangement x

Here is a cluster of 12 separate species, C6H35NO12 in total from the OMol25 dataset. Energies are from the ωB97M-V functional and the def2-TZVPD basis.

```
54
Properties=species:S:1:pos:R:3
C -1.392 2.927 -2.005
C -2.148 2.068 -1.330
C -2.274 0.572 -1.737
C -1.117 -0.098 -0.970
C 0.136 -0.335 -1.862
N 0.124 -1.566 -2.583
C 1.512 -0.082 -1.260
O 2.420 0.316 -2.236
H -1.141 3.909 -1.566
H -1.027 2.817 -3.001
H -2.497 2.212 -0.351
H -3.281 0.206 -1.764
H -2.164 0.477 -2.821
H -1.032 0.381 0.177
H -1.572 -0.898 -0.353
H 0.217 0.525 -2.638
H -0.763 -1.866 -3.028
H 0.489 -2.371 -2.016
H 1.653 0.944 -0.635
H 1.926 -0.926 -0.665
H 2.614 -0.309 -2.894
O 2.569 -1.325 3.844
H 1.946 -0.964 3.208
H 2.423 -2.313 3.628
O -1.293 -3.665 -1.301
H -2.033 -4.257 -0.988
H -1.616 -2.895 -0.818
O -1.024 0.055 3.488
H -1.939 0.365 3.673
H -0.521 0.872 3.305
O 0.254 2.271 3.460
H 0.883 2.513 2.666
H 0.900 2.135 4.174
O 0.162 -1.519 0.932
H -0.593 -1.517 1.429
H -0.065 -2.146 0.212
O 2.173 2.581 1.532
H 2.728 1.820 1.766
H 2.180 2.847 0.580
O 2.408 2.962 -3.319
H 2.440 2.044 -3.675
H 1.603 3.383 -3.518
O 1.765 -3.557 2.718
H 2.360 -4.132 2.191
H 1.092 -3.513 2.174
O -3.957 -1.892 -0.300
H -4.756 -2.194 -0.039
H -3.814 -1.171 0.343
O 2.715 3.205 -0.949
H 2.142 3.088 -1.742
H 3.542 3.593 -1.430
O -1.880 -2.046 2.416
H -1.384 -2.405 3.152
H -2.092 -1.125 2.725
```

Results
* gap between HOMO and LUMO: 9.12 eV
* SMILES: C=CCC[C@H](N)CO.O.O.O.O.O.O.O.O.O.O.O



Which structure is the most stable? The one labeled arrangement w.



Arrangement w

Here is a cluster of 12 separate species, C5H35N2O11 in total from the OMol25 dataset. Energies are from the ωB97M-V functional and the def2-TZVPD basis.

```
53
Properties=species:S:1:pos:R:3
C 3.305 0.480 1.461
C 3.100 1.034 0.037
C 1.695 1.688 0.100
C 0.538 0.756 0.015
C 0.497 -0.520 -0.369
N -0.548 -1.317 -0.729
N -0.715 1.657 0.289
H 2.640 0.881 2.248
H 4.286 0.753 1.863
H 3.137 -0.576 1.496
H 3.762 1.849 -0.363
H 3.050 0.171 -0.614
H 1.563 2.266 -0.826
H 1.697 2.325 0.999
H 1.399 -1.161 -0.437
H -0.153 -2.110 -1.199
H -1.540 -1.216 -0.730
H -1.598 1.271 -0.068
H -0.612 1.829 1.310
H -0.698 2.571 -0.193
H -0.056 2.764 3.557
H 0.545 1.308 3.368
O 0.247 2.114 2.911
H -1.335 3.894 -1.910
H 0.063 4.000 -1.558
O -0.796 4.037 -1.120
H -0.505 -0.825 -3.728
H -0.788 0.159 -4.939
O -0.961 -0.007 -4.006
H -0.842 -4.681 -0.109
H -1.942 -4.123 0.527
O -1.003 -3.891 0.432
H -4.742 0.223 -0.252
H -3.799 -0.400 -1.330
O -3.826 0.093 -0.509
H 3.067 -0.706 -3.257
H 2.290 0.542 -2.757
O 2.191 -0.348 -3.096
H 1.018 -1.746 -2.889
H 0.535 -2.861 -3.815
O 0.224 -2.301 -3.097
H 0.702 -0.960 4.521
H -0.176 0.037 5.042
O 0.196 -0.203 4.172
H -0.772 -3.554 2.367
H 0.107 -2.460 1.854
O -0.388 -2.721 2.639
H -2.078 -1.953 4.208
H -2.161 -1.117 2.952
O -2.606 -1.859 3.405
H -1.882 1.182 -2.906
H -3.146 1.759 -2.532
O -2.187 1.971 -2.433
```

Results
* gap between HOMO and LUMO: 8.59 eV
* total charge: +1



Arrangement x

Here is a cluster of 11 separate species, C5H35N2O11 in total from the OMol25 dataset. Energies are from the ωB97M-V functional and the def2-TZVPD basis.

```
53
Properties=species:S:1:pos:R:3
C -1.567 -2.088 0.318
O -1.051 -2.200 1.762
C -1.021 -0.675 -0.293
C -2.120 0.365 -0.444
C -2.011 1.264 -1.759
C -0.454 0.317 -3.421
N -1.854 0.542 -3.025
N 0.109 -0.207 0.562
H -1.355 -2.971 -0.287
H -2.695 -1.902 0.496
H 0.040 -2.212 1.680
H -0.514 -0.890 -1.265
H -3.052 -0.220 -0.632
H -2.356 0.996 0.524
H -3.010 1.879 -1.687
H -1.150 2.047 -1.651
H -0.508 -0.363 -4.262
H 0.341 0.363 -2.588
H -0.285 1.265 -4.047
H -2.339 -0.438 -3.092
H 1.055 -0.027 0.070
H -0.244 0.628 1.170
H 1.334 1.756 3.329
H 2.199 -1.808 -0.361
H 3.012 -3.074 0.085
O 2.169 -2.639 0.133
H 0.917 4.663 1.289
H 0.938 3.367 0.562
O 1.089 3.809 1.382
H 3.414 -0.113 3.355
H 4.212 -0.045 2.180
O 3.584 0.605 2.648
H -1.014 3.048 2.234
H -1.705 2.461 3.397
O -1.803 2.653 2.520
H 0.892 -3.317 -2.428
H 2.017 -2.616 -3.314
O 1.387 -2.417 -2.628
H -0.717 0.369 3.631
H 1.630 0.461 2.634
O 0.805 0.890 3.121
H 1.840 3.013 -1.324
H 0.409 2.367 -1.742
O 1.101 2.364 -1.123
H 2.159 -0.426 -1.665
H 2.788 0.920 -1.284
O 2.704 0.076 -1.059
H -1.440 -3.129 -3.506
H -2.663 -2.829 -2.677
O -1.825 -3.098 -2.702
H -1.030 -1.220 2.260
H -1.514 0.689 2.473
O -1.454 -0.059 3.105
```

Results
* gap between HOMO and LUMO: 9.05 eV
* total charge: +1



Which structure is the most stable? The one labeled arrangement w.